Entry 1:
A molecular structure, C30H23NO18Pb in a non-equilibrium geometry, computed with ωB97M-V with the def2-TZVPD basis set.

Properties
Strongest force on any atom, eV/Å: 6.728
Net charge: -6
Gap between HOMO and LUMO, eV: 2.38
E_HOMO, Eh: 0.2942
LUMO level, eV: 10.39

Each line ends with the Löwdin charge.
CARTESIAN COORDINATES (ANGSTROEM)
Pb: 0.365 0.647 0.532  1.73
C: -1.188 -2.943 -1.796  -0.03
C: 0.101 -2.279 -1.500  -0.27
C: 1.415 -2.633 -2.445  -0.34
O: 2.454 -2.065 -2.412  0.05
C: 1.204 -3.789 -3.427  -0.05
C: -0.066 -4.237 -3.631  -0.42
C: -1.289 -3.794 -2.826  -0.37
O: -2.544 -4.068 -3.150  -0.12
O: -0.065 -5.058 -4.646  -0.22
O: 0.348 -1.518 -0.560  -0.22
H: -2.045 -2.636 -1.215  0.09
H: 2.068 -4.192 -3.934  0.07
C: -6.019 1.412 0.685  -0.05
C: -6.378 0.391 -0.356  -0.34
C: -5.177 -0.465 -0.916  -0.35
O: -5.356 -1.239 -1.857  0.01
C: -3.837 -0.187 -0.353  0.02
C: -3.727 0.760 0.675  -0.41
C: -4.763 1.612 1.163  -0.46
O: -4.730 2.409 2.194  -0.18
O: -2.487 0.900 1.021  -0.21
O: -7.523 0.211 -0.808  -0.09
H: -6.815 2.081 0.978  0.06
H: -3.016 -0.749 -0.774  0.09
C: -1.254 0.786 -2.772  -0.03
C: -2.201 0.028 -3.678  -0.31
C: -1.604 -0.917 -4.807  -0.38
O: -2.289 -1.858 -5.183  -0.01
C: -0.165 -0.713 -5.066  -0.05
C: 0.612 0.070 -4.274  -0.41
C: 0.053 0.888 -3.132  -0.36
O: 0.738 1.517 -2.176  -0.24
O: 1.879 -0.035 -4.588  -0.15
O: -3.411 -0.108 -3.488  0.00
H: -1.693 1.172 -1.864  0.07
H: 0.215 -1.264 -5.914  0.08
C: 6.552 0.369 1.345  -0.07
C: 5.593 0.071 0.303  -0.38
C: 4.011 0.074 0.592  -0.33
O: 3.140 0.383 -0.167  0.01
C: 3.729 -0.277 2.003  -0.04
C: 4.697 -0.128 2.921  -0.43
C: 6.127 0.353 2.596  -0.49
O: 6.865 0.903 3.457  -0.16
O: 4.373 -0.472 4.117  -0.16
O: 5.964 -0.144 -0.804  0.02
H: 7.601 0.588 1.210  0.08
H: 2.743 -0.622 2.280  0.08
C: -0.580 3.695 -0.090  -0.12
O: 0.498 3.145 0.636  -0.38
C: 0.862 3.851 1.900  -0.14
C: 1.318 2.651 2.743  -0.25
N: 0.266 1.648 3.050  -0.10
C: 0.702 0.628 4.022  -0.18
C: 0.031 -0.703 3.690  -0.25
O: 0.364 -1.043 2.377  -0.35
C: -0.161 -2.361 2.085  -0.07
H: -1.488 3.531 0.490  0.09
H: -0.567 3.506 -1.163  0.09
H: -0.476 4.777 -0.010  0.06
H: 0.010 4.329 2.383  0.12
H: 1.833 4.336 1.801  0.12
H: 1.794 3.090 3.621  0.11
H: 2.176 2.204 2.240  0.11
H: -0.428 2.247 3.475  0.11
H: 0.437 0.901 5.043  0.11
H: 1.785 0.533 3.938  0.10
H: -1.043 -0.656 3.870  0.13
H: 0.383 -1.460 4.392  0.11
H: -1.100 -2.106 1.593  0.10
H: -0.330 -3.045 2.916  0.07
H: 0.513 -2.931 1.444  0.10


Entry 2:
A molecular structure, C30H24BrNOOsP2S2, computed with ωB97M-V with the def2-TZVPD basis set.

Properties
Strongest force on any atom, eV/Å: 0.627
Net charge: +2
Gap between HOMO and LUMO (alpha / beta), eV: 7.57 / 6.80
E_HOMO (alpha / beta), Eh: -0.4926 / -0.5304
2S+1: 5
Energy above the lowest of the compared OMol25 structures with the same formula, charge and spin, kJ/mol: 42.89
Expectation value of S²: 6.022
LUMO level (alpha / beta), eV: -5.83 / -7.63

Each line ends with the Löwdin charge.
CARTESIAN COORDINATES (ANGSTROEM)
Os: -0.238 -0.295 0.238  0.85
S: 2.076 -0.089 -0.046  0.37
P: 1.573 1.888 -0.308  0.56
C: -0.032 1.680 0.430  -0.65
P: -0.516 1.939 2.130  0.55
S: -0.565 -0.021 2.676  0.36
C: -2.148 2.674 2.213  -0.33
C: -3.203 2.017 1.579  -0.11
C: -4.486 2.526 1.641  -0.05
C: -4.731 3.696 2.352  -0.04
C: -3.695 4.337 3.011  -0.04
C: -2.404 3.829 2.950  -0.05
C: 0.608 2.899 3.123  -0.37
C: 0.816 4.253 2.844  -0.11
C: 1.622 5.007 3.681  -0.05
C: 2.216 4.416 4.792  -0.04
C: 2.025 3.070 5.059  -0.04
C: 1.225 2.304 4.222  -0.08
C: 1.396 2.304 -2.034  -0.35
C: 0.229 1.954 -2.714  -0.09
C: 0.117 2.195 -4.071  -0.05
C: 1.174 2.781 -4.759  -0.04
C: 2.340 3.121 -4.091  -0.04
C: 2.458 2.884 -2.730  -0.07
C: 2.738 3.000 0.441  -0.37
C: 2.708 4.356 0.093  -0.10
C: 3.664 5.214 0.608  -0.05
C: 4.643 4.726 1.469  -0.04
C: 4.662 3.387 1.830  -0.04
C: 3.710 2.516 1.315  -0.08
H: -3.023 1.078 1.072  0.06
H: -5.302 2.007 1.156  0.11
H: -5.735 4.097 2.407  0.12
H: -3.887 5.231 3.588  0.12
H: -1.617 4.331 3.494  0.10
H: 0.346 4.721 1.987  0.12
H: 1.780 6.057 3.475  0.12
H: 2.832 5.014 5.451  0.12
H: 2.493 2.615 5.922  0.12
H: 1.074 1.254 4.435  0.08
H: -0.602 1.504 -2.184  0.07
H: -0.791 1.930 -4.596  0.11
H: 1.086 2.970 -5.821  0.12
H: 3.164 3.570 -4.629  0.12
H: 3.380 3.140 -2.225  0.12
H: 1.960 4.734 -0.593  0.12
H: 3.657 6.259 0.331  0.12
H: 5.397 5.397 1.858  0.12
H: 5.425 3.016 2.499  0.12
H: 3.733 1.469 1.588  0.09
O: -5.577 -2.847 -1.617  0.15
C: -4.488 -2.162 -1.310  -0.27
C: -4.348 -0.782 -1.505  0.05
C: -3.173 -0.172 -1.142  -0.11
N: -2.142 -0.854 -0.605  -0.19
C: -2.306 -2.175 -0.450  -0.68
Br: -0.727 -2.960 0.271  0.89
C: -3.421 -2.891 -0.761  0.02
H: -6.270 -2.295 -2.005  0.15
H: -5.144 -0.194 -1.941  0.14
H: -3.023 0.891 -1.276  0.13
H: -3.495 -3.958 -0.612  0.14


Entry 3:
A molecular structure, C30H24Cl2FeNOPS in a non-equilibrium geometry, computed with ωB97M-V with the def2-TZVPD basis set.

Properties
Strongest force on any atom, eV/Å: 2.692
Net charge: +1
Gap between HOMO and LUMO (alpha / beta), eV: 8.49 / 6.61
E_HOMO (alpha / beta), Eh: -0.3959 / -0.3973
2S+1: 6
Energy above the lowest of the compared OMol25 structures with the same formula, charge and spin, kJ/mol: 0.00
Expectation value of S²: 8.773
LUMO level (alpha / beta), eV: -2.29 / -4.20

Each line ends with the Löwdin charge.
CARTESIAN COORDINATES (ANGSTROEM)
Fe: -1.335 -0.591 0.209  0.65
C: 4.265 -0.504 3.421  -0.04
C: 2.931 -0.111 3.597  -0.06
C: 2.096 -0.088 2.519  -0.14
C: 2.473 -0.605 1.304  -0.36
C: 3.757 -1.186 1.148  -0.06
C: 4.661 -1.097 2.203  -0.07
P: 1.223 -0.417 0.026  1.11
C: 1.708 -1.537 -1.398  -0.36
C: 2.276 -1.037 -2.556  -0.06
C: 2.696 -1.893 -3.613  -0.05
C: 2.359 -3.225 -3.562  -0.10
C: 1.787 -3.738 -2.395  -0.09
C: 1.573 -2.892 -1.265  -0.11
C: 1.239 1.334 -0.450  -0.30
C: 2.432 1.982 -0.715  -0.07
C: 2.429 3.312 -1.174  -0.06
C: 1.255 3.971 -1.250  -0.02
C: 0.025 3.357 -0.998  -0.19
C: -1.158 4.127 -0.999  -0.02
C: -2.375 3.546 -0.752  -0.05
C: -2.402 2.156 -0.477  -0.11
C: -1.291 1.338 -0.442  -0.15
C: -0.015 2.016 -0.674  -0.18
H: 5.050 -0.528 4.214  0.12
H: 2.594 0.260 4.542  0.11
H: 1.114 0.300 2.704  0.03
H: 4.155 -1.565 0.196  0.12
H: 5.630 -1.480 2.128  0.09
H: 2.449 0.009 -2.637  0.09
H: 3.184 -1.469 -4.509  0.12
H: 2.633 -3.984 -4.314  0.12
H: 1.577 -4.810 -2.290  0.11
H: 1.172 -3.339 -0.387  0.10
H: 3.384 1.473 -0.466  0.12
H: 3.374 3.726 -1.443  0.11
H: 1.252 5.025 -1.591  0.14
H: -1.034 5.196 -1.192  0.12
H: -3.214 4.246 -0.661  0.12
H: -3.382 1.712 -0.342  0.08
Cl: -4.983 -0.796 1.044  0.71
C: -4.194 0.397 1.974  -0.71
C: -4.753 1.662 2.117  -0.11
C: -4.063 2.664 2.788  -0.06
C: -2.829 2.398 3.389  -0.09
C: -2.309 1.151 3.225  -0.65
Cl: -0.907 0.717 4.204  0.69
C: -2.886 0.119 2.477  -0.70
S: -2.015 -1.399 2.170  0.61
H: -5.719 1.922 1.585  0.14
H: -4.506 3.615 2.805  0.10
H: -2.371 3.147 4.028  0.12
C: -3.189 -3.230 -1.278  0.00
C: -1.911 -2.774 -1.823  -0.51
N: -1.488 -3.398 -2.927  0.22
O: -1.333 -1.745 -1.399  -0.11
H: -3.464 -4.219 -1.631  0.09
H: -3.956 -2.591 -1.759  0.12
H: -3.222 -3.127 -0.162  0.08
H: -1.904 -4.289 -3.228  0.15
H: -0.543 -3.214 -3.257  0.11


Entry 4:
A molecular structure, C30H24ClEuNO3PS in a non-equilibrium geometry, computed with ωB97M-V with the def2-TZVPD basis set.

Properties
Strongest force on any atom, eV/Å: 2.427
Gap between HOMO and LUMO (alpha / beta), eV: 4.58 / 5.68
E_HOMO (alpha / beta), Eh: -0.2495 / -0.2496
2S+1: 7
Expectation value of S²: 12.045
LUMO level (alpha / beta), eV: -2.21 / -1.11

Each line ends with the Löwdin charge.
CARTESIAN COORDINATES (ANGSTROEM)
C: -1.104 -2.164 2.017  -0.21
C: -1.055 -2.126 0.590  -0.17
C: 0.314 -2.024 0.201  -0.22
H: -1.897 -2.256 -0.089  0.09
C: 1.119 -2.020 1.382  -0.27
C: 0.234 -2.114 2.514  -0.26
H: 0.539 -2.168 3.558  0.09
H: -2.008 -2.285 2.617  0.09
H: 0.682 -2.004 -0.824  0.08
H: 2.208 -1.949 1.414  0.09
Eu: 0.185 0.553 1.659  1.76
Cl: 1.864 1.136 -0.241  -0.17
P: 0.048 0.366 -3.341  1.04
C: 1.283 -0.775 -3.949  -0.39
C: 1.081 -1.663 -5.026  -0.09
H: 0.137 -1.647 -5.571  0.10
C: 2.099 -2.548 -5.389  -0.09
H: 1.947 -3.230 -6.229  0.10
C: 3.311 -2.568 -4.691  -0.09
H: 4.106 -3.253 -4.990  0.10
C: 3.506 -1.706 -3.604  -0.09
H: 4.445 -1.723 -3.051  0.10
C: 2.501 -0.825 -3.225  -0.11
H: 2.616 -0.170 -2.358  0.02
C: -1.635 -0.142 -3.692  -0.38
C: -2.017 -1.483 -3.429  -0.12
H: -1.269 -2.204 -3.098  0.10
C: -3.344 -1.872 -3.599  -0.10
H: -3.624 -2.914 -3.439  0.10
C: -4.314 -0.938 -3.980  -0.10
H: -5.351 -1.251 -4.116  0.10
C: -3.951 0.397 -4.192  -0.10
H: -4.712 1.129 -4.470  0.10
C: -2.624 0.799 -4.060  -0.09
H: -2.337 1.835 -4.242  0.10
C: 0.391 2.067 -3.789  -0.39
C: 0.989 2.443 -5.007  -0.08
H: 1.265 1.678 -5.734  0.11
C: 1.211 3.794 -5.269  -0.09
H: 1.659 4.096 -6.217  0.10
C: 0.866 4.771 -4.324  -0.09
H: 1.029 5.827 -4.544  0.10
C: 0.319 4.391 -3.091  -0.09
H: 0.065 5.146 -2.345  0.10
C: 0.099 3.050 -2.812  -0.13
H: -0.263 2.724 -1.837  0.07
O: -2.011 1.773 2.355  -0.06
C: -1.237 2.478 3.069  -0.52
N: 0.019 2.829 2.589  -0.20
S: 1.187 2.668 3.749  0.65
O: 1.631 1.257 3.645  -0.41
O: 2.183 3.692 3.763  -0.25
C: -0.025 2.850 5.039  -0.22
C: 0.212 2.917 6.406  -0.02
C: -0.888 2.811 7.269  -0.04
C: -2.176 2.580 6.755  -0.05
C: -2.390 2.520 5.376  0.01
C: -1.304 2.723 4.520  -0.15
H: 1.235 3.057 6.749  0.13
H: -0.733 2.892 8.344  0.11
H: -3.009 2.434 7.446  0.11
H: -3.367 2.315 4.941  0.13